10
Properties=species:S:1:pos:R:3:forces:R:3 method="wB97M-V/def2-TZVPD" homo_ev=-11.0 e_above_lowest_ev=1.271 gap_ev=9.39
O -1.1080 0.8343 -0.6427 1.92 2.82 0.63
O 0.8922 2.0652 1.1147 0.08 -0.50 1.39
O -2.6533 -1.1650 -0.5636 -0.97 -0.82 0.21
O -0.2839 -1.3110 0.8456 -0.23 1.03 -2.55
P 1.2019 1.5571 -0.3293 -1.28 -3.05 0.54
O 1.6710 0.0092 -0.1100 -0.25 2.23 -0.62
P -1.3367 -0.6043 -0.4763 2.21 -2.62 -0.02
O -0.1280 -1.3010 -1.5046 0.15 0.14 1.85
P 0.9444 -1.5558 -0.2598 -1.71 0.02 0.21
H 0.8003 1.4713 1.9260 0.08 0.75 -1.63


19
Properties=species:S:1:pos:R:3:forces:R:3 method="wB97M-V/def2-TZVPD" homo_ev=-9.4 smiles=CO[C@H](N)C(C)(O)O e_above_lowest_ev=2.617 gap_ev=10.18
O 0.8860 -0.7382 -1.6669 -0.03 0.00 -0.29
H 1.6275 -0.1214 -1.6636 -0.04 -0.02 0.06
H -0.5234 1.4452 -2.4456 0.03 0.04 -0.02
C -0.3908 1.3366 -1.3718 0.21 -0.35 0.21
H -1.2767 1.7084 -0.8656 -0.10 -0.04 0.01
H 1.7837 1.1696 2.4313 -0.05 0.05 -0.08
C -0.4065 -0.6036 0.3244 3.47 1.97 1.37
H 0.5663 -2.3448 0.0575 0.01 0.15 0.12
H -0.2764 -2.2455 1.5034 -0.03 0.04 -0.07
N -0.2441 -1.9671 0.5338 -0.10 -0.01 -0.08
C -0.1930 -0.1281 -1.0704 -4.34 -2.18 -1.06
H -1.2709 -0.1729 0.8265 0.20 0.02 -0.03
C 0.7937 0.9225 2.0375 -0.22 -0.07 0.24
O 0.9426 0.2356 0.8286 -1.39 -1.12 0.32
H -1.4278 -1.7670 -1.5883 0.22 0.18 0.13
H 0.2838 0.3205 2.8075 0.06 0.01 -0.08
H 0.2198 1.8539 1.9196 0.05 -0.01 0.02
O -1.5599 -0.8092 -1.5825 2.00 1.33 -0.67
H 0.4660 1.9053 -1.0153 0.05 0.01 -0.10


12
Properties=species:S:1:pos:R:3:forces:R:3 method="wB97M-V/def2-TZVPD" homo_ev=-10.4 smiles="O=c1[nH]c1=O.CB=O" e_above_lowest_ev=3.030 gap_ev=10.76
O -0.4444 0.0268 1.6855 2.06 -0.31 2.40
O 1.1335 1.4306 -0.8544 -0.45 0.11 -0.16
H -1.6272 -0.0317 -1.1099 0.33 -1.01 -0.56
H -2.2911 1.3849 -0.6822 -0.80 -1.52 1.18
O 2.1690 -2.1137 -0.8137 -0.60 1.57 -0.57
N 2.1183 -0.2411 0.6508 -0.88 1.99 0.82
H 2.0210 -0.1344 1.7040 0.18 -0.53 -1.74
B -1.2805 0.2280 0.8835 -1.85 0.17 -1.79
C 1.9647 -0.9619 -0.5172 1.27 -4.44 0.68
H -3.0911 -0.2785 -0.1872 -1.64 -0.50 0.00
C -2.2298 0.2978 -0.2864 1.76 3.22 -1.13
C 1.5575 0.3932 -0.4728 0.62 1.26 0.87


8
Properties=species:S:1:pos:R:3:forces:R:3 method="wB97M-V/def2-TZVPD" homo_ev="-9.0 / -10.0" e_above_lowest_ev=2.144 gap_ev="5.92 / 8.81"
I -0.1528 -2.5983 0.0104 0.08 1.34 0.37
C 0.0551 -0.5420 0.5736 0.63 -1.62 1.95
F 1.0955 1.4406 0.3629 0.23 0.57 -0.06
C 0.5076 0.4394 -0.4058 1.30 0.35 0.70
H 0.5558 -0.3459 1.6132 -1.40 -0.68 -1.87
H 1.2675 0.1151 -1.1077 0.09 -0.46 -0.19
I -3.0306 0.6174 -0.1418 0.25 -0.20 0.27
H -0.2982 0.8737 -0.9048 -1.20 0.69 -1.17


29
Properties=species:S:1:pos:R:3:forces:R:3 method="wB97M-V/def2-TZVPD" homo_ev=-9.1 smiles="C=C(/C=C/CO)CC.O.O.O" e_above_lowest_ev=1.315 gap_ev=9.79
H 3.3667 -1.6533 -1.0478 0.28 0.49 -0.19
C -1.0300 1.2999 1.5902 0.27 1.67 1.30
H 1.2656 -0.0877 -1.8037 0.64 0.22 -0.88
H -1.1149 -1.9941 -3.1765 0.37 0.37 0.21
C -0.0001 -2.2707 0.9407 2.39 -2.53 1.09
O 0.6709 -2.8697 -0.1960 -0.35 0.48 -0.40
C -0.2397 2.5785 1.2801 0.14 -0.20 0.57
H -2.7465 0.3533 2.4896 0.21 0.02 -0.41
H 0.6794 2.5501 1.9154 0.05 -0.61 -1.09
C -2.2862 1.2372 2.0517 -0.03 0.55 -1.17
H -1.2990 -0.7733 0.0298 0.36 0.04 0.77
H 0.8304 -2.3662 1.6974 -0.90 0.66 -0.31
H 0.7226 0.1751 2.2271 -0.42 -0.39 -0.26
O 2.5670 -1.1122 -1.0415 0.43 -1.28 0.90
H -0.6995 -3.0781 1.2851 -0.25 1.29 -0.24
H 1.9581 -1.7833 -0.6343 -0.23 0.40 -0.23
H -0.5503 3.5317 1.6609 -1.59 0.25 0.39
H 0.0643 -2.8316 -0.9603 0.05 -0.07 -0.01
C -0.4968 -0.8975 0.7889 -0.87 0.38 0.07
O 1.0478 0.0240 -2.7510 -0.60 0.44 0.09
H 0.1088 3.8470 -0.4631 -0.04 -1.39 0.13
O -0.8376 -1.8932 -2.2585 -0.53 -0.63 0.56
C -0.1663 0.1450 1.5763 0.10 -1.62 -0.37
H -1.0201 2.4626 -0.7352 0.21 0.36 0.42
H -2.9252 2.0939 1.8201 0.08 -0.06 0.78
C -0.0905 2.7571 -0.2108 0.28 0.94 -1.22
H -0.2052 -1.1604 -2.1617 -0.20 0.04 -1.13
H 1.7659 -0.4032 -3.2371 -0.12 0.05 0.52
H 0.6602 2.1192 -0.6758 0.30 0.14 0.10


21
Properties=species:S:1:pos:R:3:forces:R:3 method="wB97M-V/def2-TZVPD" homo_ev=-8.9 smiles="C[C@H](O)N(C)N.C=N" e_above_lowest_ev=4.480 gap_ev=9.14
H -0.8487 1.1477 1.9137 -0.03 -0.07 0.00
O -0.6557 -0.2753 -0.3849 -1.22 -2.37 1.53
H 1.4936 0.8342 2.0260 0.00 -0.12 -0.07
C -1.6897 -2.5986 -0.1281 0.01 -2.75 -2.66
N 1.6879 0.3307 1.1682 -0.09 0.09 -0.02
H -0.8724 -3.0117 0.4742 0.31 0.75 0.21
H 1.2089 -0.5729 1.1870 0.01 0.15 0.00
H -2.6532 -3.0291 0.1414 -0.33 0.86 0.35
H 3.0658 0.8689 -0.8652 -0.02 0.06 -0.08
H -0.6364 2.7112 1.1133 -0.01 0.06 0.08
C -0.9880 1.6901 0.9784 0.29 0.17 -0.27
C -0.2044 1.0402 -0.1580 -0.16 0.13 1.15
H -1.1508 -0.9832 0.3402 2.03 3.86 -2.23
N -1.5564 -2.3026 -1.3842 -0.63 -0.52 1.49
H -0.5902 -2.1760 -1.6803 0.04 0.16 0.34
H -0.3895 1.5969 -1.0846 0.00 -0.21 0.05
N 1.2373 1.1181 0.0716 -0.17 -0.08 0.03
H 1.8382 -0.2810 -1.4237 0.00 0.00 0.02
H 1.7399 1.4159 -1.9304 0.05 0.04 -0.01
H -2.0473 1.7192 0.7319 -0.04 -0.09 0.01
C 2.0113 0.7571 -1.1064 -0.07 -0.14 0.08